A molecular structure, C22H20N6O6PtS at a distorted geometry. Source: OMol25; level of theory: ωB97M-V with the def2-TZVPD basis set.

```
56
Properties=species:S:1:pos:R:3:mulliken_charge:R:1
Pt -0.374 -0.295 -0.993 1.11
C -1.389 1.403 -1.196 -1.58
C -1.861 2.529 -1.033 1.43
C -2.417 3.801 -0.919 0.64
C -3.255 4.287 -1.953 -0.30
C -3.808 5.540 -1.851 -0.66
C -3.547 6.336 -0.735 -0.18
C -2.729 5.865 0.295 -0.65
C -2.164 4.615 0.211 -0.33
H -3.447 3.654 -2.805 0.49
H -4.445 5.916 -2.637 0.44
H -3.976 7.325 -0.671 0.45
H -2.539 6.495 1.152 0.44
H -1.525 4.236 0.993 0.54
C 2.518 -6.316 -0.292 -1.06
N 1.906 -5.010 -0.150 -0.13
C 1.187 -4.403 -1.078 0.54
N 1.063 -4.904 -2.299 -0.33
S 0.342 -2.978 -0.614 -0.18
H 2.970 -6.594 0.655 0.36
H 3.296 -6.310 -1.057 0.34
H 1.765 -7.066 -0.542 0.36
H 1.983 -4.554 0.748 0.26
H 1.469 -5.797 -2.541 0.22
H 0.449 -4.467 -2.965 0.21
O -3.419 -2.044 1.693 -0.56
C -2.357 -1.618 1.333 0.12
O -1.741 -1.661 0.255 -0.60
C -1.529 -0.853 2.469 0.75
C -1.886 -0.972 3.801 -0.42
C -1.110 -0.308 4.743 -0.19
C -0.022 0.481 4.397 -0.47
C 0.283 0.601 3.049 -0.77
C -0.457 -0.078 2.092 0.37
N 1.380 1.437 2.579 0.92
O 1.441 1.613 1.375 -0.67
O 2.137 1.885 3.391 -0.56
N -1.470 -0.453 6.177 1.06
O -0.774 0.152 6.944 -0.61
O -2.405 -1.157 6.426 -0.60
H -2.739 -1.556 4.115 0.63
H 0.564 0.992 5.150 0.62
H -0.161 0.031 1.035 0.13
N 0.961 -1.552 -3.653 -0.29
C 1.851 -0.638 -3.188 0.77
C 3.060 -0.376 -3.857 -0.91
C 3.903 0.592 -3.361 -0.26
C 3.561 1.269 -2.190 -0.90
C 2.399 0.914 -1.541 -0.11
N 1.572 -0.021 -2.028 -0.17
H 1.048 -1.830 -4.618 0.30
H 0.014 -1.511 -3.283 0.12
H 3.308 -0.917 -4.756 0.36
H 4.817 0.835 -3.878 0.45
H 4.184 2.049 -1.788 0.47
H 2.115 1.383 -0.607 0.58
```

Output
Kohn-Sham gap (spin up / spin down) = 3.3 / 3.3 eV
Total charge = +2
Total energy = -2146.86776 Ha

---

C4H4FN in the gas phase at a distorted geometry. Source: OMol25; level of theory: ωB97M-V with the def2-TZVPD basis set.

```
10
Properties=species:S:1:pos:R:3:mulliken_charge:R:1
C 1.126 0.049 0.037 0.20
C 0.296 1.167 0.020 -0.41
C -1.035 0.621 -0.041 -0.26
C -0.953 -0.726 0.005 -0.64
H 0.599 2.205 0.130 0.38
H -1.908 1.227 -0.123 0.41
H -1.756 -1.440 -0.091 0.36
H 0.758 -2.021 0.118 0.22
N 0.410 -1.082 0.000 0.00
F 2.464 0.001 -0.055 -0.26
```

Output
Kohn-Sham gap = 9.3 eV
Energy relative to the best compared isomer or geometry (same formula, charge and spin) = 0.5 kcal per mole
SMILES string = Fc1ccc[nH]1
Total energy = -309.42108 Ha

---

A molecular structure, C3H4NO2 at a distorted geometry. Source: OMol25; level of theory: ωB97M-V with the def2-TZVPD basis set.

```
10
Properties=species:S:1:pos:R:3:mulliken_spin:R:1
C 1.228 1.359 -0.224 0.46
C -0.026 1.227 0.360 0.21
C 2.189 0.521 -0.464 0.57
N -0.594 -0.657 0.225 0.04
O 2.986 -0.252 -0.655 0.46
O -0.844 1.961 0.689 0.21
H 1.609 2.290 -0.004 0.05
H -1.385 -0.832 0.801 0.00
H 0.189 -1.265 0.401 0.00
H -0.913 -0.630 -0.743 0.00
```

Output
Kohn-Sham gap (spin up / spin down) = 6.5 / 8.0 eV
Energy relative to the best compared isomer or geometry (same formula, charge and spin) = 18.9 kcal per mole
2S+1 = 3
Total charge = +1
Total energy = -321.47008 Ha

---

A molecular structure, C28H52IrN10O2S at a distorted geometry. Source: OMol25; level of theory: ωB97M-V with the def2-TZVPD basis set.

```
94
Properties=species:S:1:pos:R:3:mulliken_charge:R:1
Ir -0.129 -0.636 0.215 3.15
C -4.817 -0.531 1.008 -1.21
N -3.713 -1.469 0.915 0.47
C -3.316 -2.154 2.141 -1.06
C -3.043 -1.660 -0.237 -0.22
N -1.726 -1.837 -0.319 0.36
C -1.241 -2.833 -1.277 -0.57
C 0.056 -3.392 -0.707 -1.59
N 1.019 -2.269 -0.578 0.12
C 1.586 -2.005 -1.933 -1.50
C 1.859 -0.549 -2.261 0.50
N 0.798 0.328 -1.807 -0.17
C 0.315 1.244 -2.600 -0.03
N -0.094 2.433 -2.083 0.43
C 0.578 3.008 -0.933 -1.12
C -1.274 3.136 -2.545 -1.12
N 0.158 1.091 -3.954 0.40
C -0.164 -0.193 -4.534 -1.01
C 0.343 2.182 -4.893 -1.21
C 2.072 -2.597 0.409 -2.03
C 3.028 -1.439 0.559 -0.85
N 2.329 -0.173 0.884 0.52
C 3.110 0.739 1.383 -0.65
N 4.487 0.717 1.235 0.46
C 5.117 0.568 -0.060 -1.20
C 5.377 1.203 2.274 -1.12
N 2.673 1.821 2.115 0.32
C 1.522 1.698 2.983 -0.22
C 3.006 3.166 1.676 -1.08
N -3.795 -1.695 -1.369 0.46
C -5.128 -2.267 -1.412 -1.17
C -3.290 -1.132 -2.606 -0.89
H -4.608 0.184 1.807 0.44
H -5.763 -1.033 1.225 0.39
H -4.911 0.022 0.078 0.35
H -3.626 -1.565 3.002 0.42
H -2.251 -2.296 2.162 0.41
H -3.804 -3.131 2.204 0.25
H -1.056 -2.402 -2.267 0.02
H -1.971 -3.636 -1.406 0.68
H 0.478 -4.186 -1.332 0.50
H -0.132 -3.789 0.290 0.36
H 0.869 -2.385 -2.658 0.64
H 2.499 -2.597 -2.056 0.38
H 2.057 -0.493 -3.337 0.99
H 2.776 -0.222 -1.769 -1.34
H 1.359 2.326 -0.607 0.16
H -0.117 3.149 -0.105 0.40
H 1.012 3.977 -1.203 0.48
H -1.030 4.135 -2.915 0.33
H -1.980 3.236 -1.717 0.24
H -1.758 2.576 -3.341 0.39
H -0.441 -0.888 -3.745 0.24
H 0.669 -0.620 -5.102 0.28
H -1.012 -0.086 -5.217 0.39
H 0.715 3.060 -4.373 0.36
H -0.588 2.443 -5.404 0.37
H 1.076 1.895 -5.651 0.37
H 2.617 -3.495 0.090 0.56
H 1.575 -2.797 1.348 0.40
H 3.605 -1.363 -0.365 0.33
H 3.753 -1.680 1.341 0.80
H 4.370 0.455 -0.838 0.20
H 5.799 -0.287 -0.092 0.27
H 5.695 1.470 -0.288 0.41
H 4.839 1.314 3.210 0.35
H 5.824 2.169 2.013 0.35
H 6.189 0.487 2.419 0.35
H 2.420 0.609 4.307 0.37
H 0.584 1.654 2.433 -0.35
H 1.516 2.591 3.619 0.52
H 2.182 3.622 1.120 0.30
H 3.880 3.141 1.029 0.35
H 3.230 3.800 2.536 0.30
H -5.342 -2.774 -0.475 0.35
H -5.184 -2.997 -2.222 0.37
H -5.892 -1.505 -1.584 0.36
H -2.405 -0.533 -2.392 -0.10
H -4.054 -0.486 -3.043 0.46
H -3.037 -1.904 -3.340 0.31
O 0.026 -2.315 2.432 -0.83
C -0.376 -1.217 2.123 0.50
O 1.628 0.537 3.763 -0.42
C -1.018 -0.181 2.972 0.01
C -1.012 -0.376 4.360 -1.14
C -1.676 0.503 5.188 -0.93
C -2.360 1.586 4.620 -0.77
C -2.356 1.790 3.258 -1.05
C -1.667 0.908 2.410 1.28
S -1.616 1.048 0.701 -0.46
H -0.468 -1.221 4.760 0.53
H -1.668 0.367 6.261 0.44
H -2.893 2.275 5.263 0.42
H -2.875 2.630 2.812 0.51
```

Output
Kohn-Sham gap = 7.5 eV
Energy relative to the best compared isomer or geometry (same formula, charge and spin) = 0.0 kcal per mole
Total charge = +1
Total energy = -2298.48777 Ha

---

12 unconnected molecules or ions with the total composition H26O13 at a distorted geometry. Source: OMol25; level of theory: ωB97M-V with the def2-TZVPD basis set.

```
39
Properties=species:S:1:pos:R:3:mulliken_charge:R:1
H 0.234 -0.578 -0.553 -0.10
H -0.947 0.376 -0.605 0.36
H -3.692 -3.106 -0.978 0.30
H -4.460 -1.815 -0.745 0.32
H -2.483 -2.857 0.281 0.28
H -2.013 -1.420 0.118 0.27
H 2.006 -2.547 3.972 0.31
H 2.257 -1.446 2.955 0.32
H -1.623 2.441 0.794 0.27
H -0.396 3.016 1.483 0.31
H 1.360 1.821 0.002 0.21
H 1.457 0.601 0.902 0.33
H 4.708 -1.551 1.064 0.30
H 4.936 -0.182 1.683 0.28
H -0.836 0.977 3.815 0.30
H -0.263 2.285 3.293 0.29
H -0.351 0.958 -3.157 0.24
H 0.273 0.011 -2.144 0.36
H 1.556 2.818 -2.027 0.28
H 2.511 3.900 -2.506 0.32
H -3.027 0.434 2.106 0.26
H -3.369 -0.197 3.446 0.26
H 1.808 -1.838 -0.918 0.29
H 2.036 -3.072 -1.775 0.31
H -0.405 0.793 -4.827 0.26
H -0.115 -0.015 -6.081 0.30
O -0.701 -0.514 -0.330 -0.47
O -3.772 -2.201 -1.299 -0.53
O -2.434 -2.141 -0.363 -0.57
O 2.180 -1.601 3.903 -0.63
O -1.342 3.162 1.369 -0.62
O 1.825 1.482 0.775 -0.56
O 4.252 -0.731 1.283 -0.56
O -1.081 1.777 3.336 -0.52
O -0.544 0.174 -2.629 -0.56
O 2.495 3.011 -2.133 -0.60
O -2.751 0.414 3.029 -0.53
O 1.358 -2.617 -1.264 -0.57
O -0.648 -0.023 -5.278 -0.53
```

Output
Kohn-Sham gap = 5.5 eV
Energy relative to the best compared isomer or geometry (same formula, charge and spin) = 256.8 kcal per mole
Total energy = -993.36399 Ha

---

C3H2F2O2 in the gas phase at a distorted geometry. Source: OMol25; level of theory: ωB97M-V with the def2-TZVPD basis set.

```
9
Properties=species:S:1:pos:R:3:mulliken_charge:R:1
C -1.161 -0.492 -1.125 0.11
C -0.363 -0.736 0.048 -0.25
C 1.260 0.928 0.887 0.61
O -1.229 0.405 -1.940 -0.55
O 0.570 -0.096 0.765 -0.19
F 1.228 2.027 0.152 -0.12
F 2.063 1.031 1.930 -0.16
H -1.826 -1.376 -1.237 0.26
H -0.541 -1.692 0.521 0.29
```

Output
Kohn-Sham gap (spin up / spin down) = 7.8 / 7.8 eV
Energy relative to the best compared isomer or geometry (same formula, charge and spin) = 94.7 kcal per mole
Total energy = -465.57580 Ha

---

- Which of these has the highest total energy?
  C4H4FN

---

- Which formula does entry 4 have?
  C28H52IrN10O2S

---

- What is the formula in the fifth record?
  H26O13